C26H78O13S13 | ωB97M-V with the def2-TZVPD basis set

Geometry as XYZ:
```
130
C26H78O13S13 | OMol25 | ωB97M-V with the def2-TZVPD basis set
C -0.5610 1.9384 -4.4661
S 1.1213 2.6874 -4.7358
O 1.0536 4.2027 -4.8319
C 1.8387 2.3156 -3.1081
H -0.4502 0.8552 -4.5024
H -1.3003 2.3171 -5.1689
H -0.8017 2.0392 -3.4068
H 1.8695 1.2388 -2.9460
H 1.4390 2.8455 -2.2415
H 2.8505 2.7188 -3.0369
C -1.7216 3.9427 3.0205
S -1.5872 5.5057 3.9219
O -0.7996 6.4890 3.0181
C -3.2727 6.1240 3.6192
H -0.7000 3.5610 3.0043
H -2.0594 3.9665 1.9841
H -2.3689 3.2761 3.5917
H -4.0515 5.6108 4.1873
H -3.5193 5.9643 2.5702
H -3.3500 7.1513 3.9720
C -3.0946 -0.5249 -5.0579
S -4.2893 -1.8456 -5.3272
O -5.2314 -1.4735 -6.4466
C -3.0970 -3.1045 -6.0053
H -2.4418 -0.3379 -5.9116
H -2.5067 -0.5644 -4.1402
H -3.6320 0.4199 -4.9616
H -2.2469 -3.2305 -5.3349
H -2.6868 -2.7881 -6.9638
H -3.7536 -3.9714 -6.0626
C 5.0765 0.9482 -0.7349
S 3.4587 0.9177 0.1552
O 2.6343 0.0475 -0.8095
C 4.0152 -0.1853 1.4544
H 5.2797 -0.1019 -0.9492
H 5.8477 1.5630 -0.2749
H 4.8088 1.2747 -1.7409
H 5.0250 0.0754 1.7696
H 3.9404 -1.2298 1.1552
H 3.3387 -0.0263 2.2956
C 1.2888 -1.7318 -3.0468
S 0.8964 -1.8454 -4.8970
O 1.0476 -0.4960 -5.5748
C 2.4425 -2.7106 -5.4039
H 2.2672 -1.2709 -2.9080
H 1.2273 -2.6931 -2.5372
H 0.5789 -1.0660 -2.5533
H 3.2576 -2.0717 -5.0679
H 2.3736 -2.9587 -6.4610
H 2.4026 -3.6189 -4.8001
C -1.0225 -6.4450 -1.1338
S -0.3557 -4.8019 -1.7687
O 0.7264 -5.0792 -2.8219
C -1.8382 -3.9793 -2.4527
H -0.3628 -6.7702 -0.3306
H -1.0423 -7.2297 -1.8893
H -2.0175 -6.2180 -0.7522
H -2.5541 -3.6653 -1.6928
H -2.3667 -4.5623 -3.2063
H -1.4280 -3.0467 -2.8422
C -4.6993 2.3708 1.8242
S -4.5298 0.7539 2.6620
O -3.1708 0.7653 3.2829
C -5.7051 1.1095 4.0471
H -5.7186 2.6082 1.5173
H -4.2224 2.3418 0.8428
H -4.2185 3.1550 2.4069
H -6.7061 0.7801 3.7699
H -5.7121 2.1825 4.2327
H -5.2857 0.4915 4.8396
C -0.1131 5.0835 -0.3315
S -1.2439 4.2891 -1.5846
O -2.6493 4.3614 -0.9598
C -1.0004 5.6691 -2.7295
H 0.9361 5.0123 -0.6146
H -0.2583 4.6513 0.6576
H -0.4489 6.1107 -0.1868
H 0.0458 5.9029 -2.9232
H -1.5177 6.5478 -2.3432
H -1.4317 5.4391 -3.7038
C 4.0114 3.9627 2.3986
S 2.1948 4.2894 2.4449
O 1.4524 3.2087 1.7001
C 2.0093 4.0053 4.2639
H 4.0736 2.8826 2.5416
H 4.6022 4.4753 3.1554
H 4.3297 4.1296 1.3700
H 0.9491 4.0185 4.5142
H 2.5221 4.7700 4.8485
H 2.4398 3.0930 4.6799
C -0.3886 1.1901 5.6441
S 0.9111 0.6304 4.4439
O 2.1239 0.1143 5.2234
C 0.0428 -0.8369 3.7645
H -0.3646 2.2698 5.7882
H -0.3154 0.6858 6.6077
H -1.3871 0.9588 5.2703
H 0.5168 -1.1367 2.8302
H -0.9539 -0.5368 3.4368
H 0.0077 -1.6323 4.5078
C -0.8635 1.2266 0.7807
S -1.5532 -0.1633 -0.0922
O -1.5343 0.3011 -1.5549
C -0.2269 -1.3752 0.2780
H -1.0301 1.1571 1.8554
H -1.4910 2.0398 0.4128
H 0.1568 1.4593 0.4761
H -0.2708 -2.2826 -0.3219
H -0.2177 -1.6629 1.3293
H 0.7541 -0.9178 0.1337
C 0.8958 -6.4968 2.4566
S 0.5337 -4.7863 2.7588
O -0.4347 -4.3265 1.7023
C -0.6355 -5.0960 4.1679
H 0.0397 -7.1693 2.5035
H 1.5172 -6.9049 3.2570
H 1.5651 -6.5451 1.5979
H -0.7891 -4.1188 4.6270
H -0.1206 -5.5988 4.9871
H -1.5362 -5.5121 3.7214
C 2.5550 -3.6370 0.2191
S 3.8988 -3.3226 -1.0048
O 5.1743 -3.0423 -0.1653
C 3.9970 -4.9083 -1.9225
H 2.2251 -2.7738 0.7954
H 2.9450 -4.2982 0.9965
H 1.7165 -4.2060 -0.1834
H 4.6186 -5.6032 -1.3589
H 4.3511 -4.5652 -2.8935
H 3.0375 -5.3905 -2.1127
```

Properties
- Energy above the lowest of the compared OMol25 structures with the same formula, charge and spin: 2.076 eV
- Net charge: 0
- E_LUMO: -0.06 eV
- E_tot: -7191.48283 hartree
- HOMO level: -0.288 Eh

=====

C42H62N2O6 | ωB97M-V with the def2-TZVPD basis set

Geometry as XYZ:
```
112
C42H62N2O6 | OMol25 | ωB97M-V with the def2-TZVPD basis set
C 5.6269 2.6713 -0.2206
C 6.0358 1.7813 1.1224
C 5.5460 0.2178 1.0542
C 6.3831 -0.5658 -0.1288
C 5.5150 -1.7756 -0.8614
C 5.0565 -1.3349 -2.3741
C 3.4068 -1.2518 -2.5335
C 2.7492 -0.4017 -1.2960
C 1.2852 0.2654 -1.6068
C 0.4306 -0.4513 -2.8076
C 0.0999 -2.0394 -2.5790
C -1.3542 -2.3118 -1.7989
O -1.3906 -1.8304 -0.5246
O -2.4350 -3.0639 -2.4456
C -3.3751 -2.2124 -3.1813
C -3.5785 -0.7003 -2.5852
C -4.9892 -0.1223 -3.2004
C -5.1121 1.5155 -3.1364
C -3.8337 2.3090 -3.7989
C -4.2066 3.8759 -4.1358
C -3.8205 4.8893 -2.8948
C -4.2395 4.3395 -1.4081
C -4.0885 5.5897 -0.3168
C -2.9744 5.2620 0.8742
C -3.0017 -2.2446 -4.8097
C -1.8501 -1.1740 -5.2512
O -2.0674 -0.9116 -6.7136
C -1.4256 0.3585 -7.1086
O -0.5833 0.5006 -8.1636
O -4.7305 -2.8552 -3.1185
C -4.9173 -3.5472 -1.8550
O -4.7201 -4.8988 -1.6633
C -5.4990 -2.7745 -0.4884
C -7.1030 -2.3158 -0.6015
C -7.9050 -1.6659 0.6804
C -7.0653 -1.4355 2.0884
C -5.4430 -1.8076 2.1494
C -4.6229 -2.5023 0.8685
H 6.3933 2.4930 -1.1176
H 4.5282 2.4382 -0.5555
H 5.7072 3.8314 0.0409
H 5.5372 2.3208 2.0373
H 7.2171 1.8377 1.2678
H 4.3659 0.0909 0.9325
H 5.8035 -0.2652 2.1082
H 6.8633 0.1647 -0.9274
H 7.2994 -1.1089 0.3985
H 4.6447 -2.1618 -0.1741
H 6.2574 -2.7020 -0.9863
H 5.4868 -2.1111 -3.1634
H 5.4667 -0.2630 -2.6337
H 3.0021 -2.3745 -2.5681
H 3.2163 -0.7722 -3.5971
H 2.6293 -1.1546 -0.3883
H 3.4881 0.4823 -1.0467
H 0.5847 0.2581 -0.6422
H 1.4887 1.3935 -1.9316
H -0.5122 0.2262 -3.0080
H 1.0805 -0.3865 -3.8073
H 0.1812 -2.7101 -3.5348
H 0.9246 -2.4465 -1.8200
H -2.6592 0.0139 -2.7008
H -3.7568 -0.8061 -1.4091
H -5.8556 -0.5637 -2.5081
H -5.2085 -0.5154 -4.2841
H -6.0730 1.8025 -3.7841
H -5.3482 1.8488 -2.0204
H -2.9846 2.3479 -2.9637
H -3.3514 1.7223 -4.7076
H -5.3880 3.9131 -4.3025
H -3.6104 4.1637 -5.1094
H -4.4117 5.9027 -3.0733
H -2.6675 5.1328 -2.8677
H -3.5857 3.4468 -1.0078
H -5.3658 3.9908 -1.3648
H -5.1271 5.8838 0.1694
H -3.6956 6.5891 -0.8360
H -3.2600 4.3125 1.5179
H -2.8505 6.2011 1.6006
H -1.9370 5.0354 0.3790
H -3.9904 -1.9434 -5.4070
H -2.7799 -3.3657 -5.1541
H -0.7704 -1.6751 -5.2021
H -1.9038 -0.1247 -4.7382
H -1.6287 1.3151 -6.4602
H -7.6757 -2.4713 -1.6142
H -9.0477 -1.4372 0.5352
H -7.6755 -0.9834 2.9855
H -4.9252 -1.5865 3.1989
H -3.4728 -2.7873 0.9358
C 2.7657 -0.8818 5.6270
C 2.6504 -0.4757 4.3017
C 2.9997 0.8267 3.9823
N 3.4430 1.7287 4.8852
C 3.5427 1.3059 6.1641
C 3.2212 0.0237 6.5797
H 2.5025 -1.8954 5.9152
H 2.2976 -1.1569 3.5358
H 2.9302 1.1903 2.9612
H 3.8992 2.0502 6.8707
H 3.3226 -0.2619 7.6205
C 6.1711 -3.8445 9.0024
C 4.9504 -3.7238 8.3468
C 4.1440 -2.6403 8.6566
N 4.4728 -1.6939 9.5630
C 5.6632 -1.8389 10.1847
C 6.5385 -2.8847 9.9399
H 6.8305 -4.6797 8.7849
H 4.6345 -4.4554 7.6118
H 3.1834 -2.5002 8.1696
H 5.9030 -1.0665 10.9101
H 7.4833 -2.9500 10.4675
```

Properties
- Energy above the lowest of the compared OMol25 structures with the same formula, charge and spin: 22.632 eV
- Net charge: 0
- E_LUMO: -0.34 eV
- E_tot: -2197.66475 hartree
- HOMO level: -0.324 Eh
- SMILES string: CCCCCCCCCCCC(=O)O[C@@](CCCCCCCCC)(CCOC=O)OC(=O)c1ccccc1.c1ccncc1.c1ccncc1

=====

C23H43CdCl3N3O4Si | ωB97M-V with the def2-TZVPD basis set

Geometry as XYZ:
```
78
C23H43CdCl3N3O4Si | OMol25 | ωB97M-V with the def2-TZVPD basis set
C -2.1670 -0.2763 -4.7795
C -1.4431 -1.1392 -3.7958
H -2.4997 -0.8808 -5.6349
H -1.4910 0.4938 -5.1675
H -3.0498 0.2394 -4.3753
C -1.0232 -2.3736 -4.1693
C -1.3110 -3.0196 -5.4979
H -0.4965 -3.0031 -3.4445
H -0.8358 -2.5265 -6.3505
H -2.3845 -3.0498 -5.6785
H -0.9530 -4.0483 -5.4478
Cd 0.0659 2.0105 2.4780
Cl 0.9488 4.2433 2.9715
C -0.3556 -1.0885 3.2374
O 0.5437 -0.2595 3.4057
N -0.1130 -2.4163 3.1328
C 1.2835 -2.8252 3.2004
C -1.1890 -3.3843 3.3345
H -1.4130 -0.7591 3.1349
H 1.9002 -2.2236 2.5173
H 1.3479 -3.8786 2.9257
H 1.6902 -2.6792 4.2139
H -2.1248 -2.8117 3.2844
H -1.1114 -3.8809 4.3173
H -1.1905 -4.1485 2.5481
H 0.9054 4.3631 7.3924
H -1.3213 5.8544 6.2779
C 0.9440 4.1779 6.3070
C -1.0877 5.2545 5.3921
N -0.3898 4.0439 5.7810
H 1.5240 3.2626 6.1239
C -0.8969 2.8295 5.4446
O -0.2287 1.7989 5.2901
H -2.0141 4.9598 4.8866
H -1.9949 2.8265 5.2533
H 1.4138 5.0343 5.8222
H -0.4811 5.8581 4.7115
H 2.5469 0.6161 -2.3977
H 2.0192 -1.6774 -3.1424
C 3.4362 0.2446 -1.8695
C 2.9243 -2.0030 -2.6324
N 3.1743 -1.1322 -1.5031
H 3.6285 0.8341 -0.9691
C 3.4451 -1.6370 -0.2567
O 3.6487 -0.9575 0.7606
H 2.7964 -3.0263 -2.3007
H 3.4376 -2.7497 -0.2218
H 4.2811 0.2861 -2.5744
H 3.7440 -1.9449 -3.3440
O -0.3308 0.5104 -2.2804
C -1.2936 -0.5230 -2.3662
C 0.1569 -1.9040 -0.7973
C -1.0806 -1.6844 -1.4109
H 0.8822 -1.0596 -0.7706
C 0.4504 -3.1351 -0.2056
H -2.2756 -0.0983 -2.1275
C -2.0874 -2.6600 -1.2186
H 1.4730 -3.3430 0.1536
C -0.5315 -4.1157 -0.0413
C -1.8245 -3.8504 -0.5236
H -3.0713 -2.4638 -1.6732
H -0.3002 -5.0739 0.4276
H -2.6456 -4.5601 -0.3530
Si -0.3755 2.1610 -2.3562
Cl 1.5655 0.7700 1.1938
C 1.3270 2.9241 -2.0242
C -1.2976 2.9852 -0.8883
C -1.1356 2.6754 -3.9199
H 1.4943 2.9885 -0.9417
H 1.2006 3.9307 -2.4138
H 2.2201 2.5199 -2.4805
H -0.5915 2.1427 -4.7307
H -0.9679 3.7640 -3.9706
H -2.2121 2.4292 -3.8331
H -1.7198 2.1846 -0.2768
H -2.0612 3.6696 -1.2061
H -0.6392 3.5202 -0.2130
Cl -2.4118 1.8650 2.6565
```

Properties
- Net charge: -1
- E_LUMO: 2.34 eV
- E_tot: -3205.45416 hartree
- HOMO level: -0.203 Eh

=====

C2H4N2O2 | ωB97M-V with the def2-TZVPD basis set

Geometry as XYZ:
```
10
C2H4N2O2 | OMol25 | ωB97M-V with the def2-TZVPD basis set
N -0.5076 -0.9075 0.9181
C -0.7089 0.4154 0.6586
O -1.2727 1.1870 1.3905
N -0.1696 0.7748 -0.6426
C 1.1439 0.3920 -0.8943
O 1.4813 -0.2761 -1.8437
H -0.9170 -1.3153 1.7431
H -0.1256 -1.5215 0.2156
H -0.7858 0.4689 -1.3920
H 1.8620 0.7823 -0.1533
```

Properties
- Energy above the lowest of the compared OMol25 structures with the same formula, charge and spin: 0.823 eV
- Net charge: 0
- E_LUMO: 0.68 eV
- E_tot: -338.62296 hartree
- HOMO level: -0.386 Eh
- SMILES string: NC(=O)NC=O

=====

C5H7NO | ωB97M-V with the def2-TZVPD basis set

Geometry as XYZ:
```
14
C5H7NO | OMol25 | ωB97M-V with the def2-TZVPD basis set
C -0.2173 -1.1398 2.0041
N 0.1813 -0.4554 0.7929
C 2.3100 0.7464 -1.2773
C 0.9882 0.8154 -1.4598
C -0.3175 0.7879 -1.1762
C -0.7000 0.0787 0.0583
O -2.0325 0.0335 0.3567
H -1.0750 -1.8093 1.8571
H -0.4871 -0.4260 2.7937
H 0.6316 -1.7294 2.3629
H 2.8084 -0.0636 -1.8279
H 1.5072 1.4570 -2.3130
H -1.0525 1.2488 -1.8271
H -2.5448 0.4557 -0.3443
```

Properties
- Energy above the lowest of the compared OMol25 structures with the same formula, charge and spin: 4.978 eV
- Net charge: 0
- E_LUMO: 0.45 eV
- E_tot: -324.54154 hartree
- HOMO level: -0.302 Eh

=====

C8H17FO6S | ωB97M-V with the def2-TZVPD basis set

Geometry as XYZ:
```
33
C8H17FO6S | OMol25 | ωB97M-V with the def2-TZVPD basis set
C 3.6857 0.4320 2.7333
C 2.3459 0.2470 1.8717
C 2.6944 0.6535 0.4104
F 3.6975 -0.2436 -0.0137
C 1.5220 0.5119 -0.6316
O 1.6502 -0.6786 -1.4747
S 0.3114 -0.4859 -2.4542
O -0.3219 -1.6887 -3.0503
O 0.8895 0.2712 -3.6002
O -0.6936 0.3146 -1.4178
C 0.0431 0.3996 -0.1422
C -0.6029 1.5616 0.6808
O -2.0393 1.5119 0.6618
C -2.5142 0.7701 1.7941
H 4.3004 -0.4907 2.7709
H 3.4605 0.8763 3.7282
H 4.2837 1.2077 2.1813
H 2.0574 -0.8216 1.9866
H 1.5909 0.9035 2.3620
H 3.1423 1.6693 0.3477
H 1.6796 1.3381 -1.3685
H -0.2829 -0.5405 0.3657
H -0.3186 1.5074 1.7664
H -0.3292 2.5856 0.3189
H -2.1014 -0.2753 1.7885
H -2.3383 1.2933 2.7642
H -3.6243 0.6466 1.6973
C -3.9668 -2.2082 -2.9301
O -3.3711 -2.6736 -1.7325
H -4.9810 -2.6001 -2.9902
H -4.0006 -1.1154 -2.9275
H -3.3898 -2.5630 -3.7876
H -2.4786 -2.3160 -1.7085
```

Properties
- Energy above the lowest of the compared OMol25 structures with the same formula, charge and spin: 2.692 eV
- Net charge: 0
- E_LUMO: 0.37 eV
- E_tot: -1264.37883 hartree
- HOMO level: -0.366 Eh

=====

C5H10NO2 | ωB97M-V with the def2-TZVPD basis set

Geometry as XYZ:
```
18
C5H10NO2 | OMol25 | ωB97M-V with the def2-TZVPD basis set
C 2.2619 1.6080 0.2851
C 1.7767 0.2196 0.1049
O 2.4432 -0.7532 -0.2900
C 0.0545 -0.3252 0.0411
N 0.1294 -1.7594 -0.2572
C -1.0794 0.2987 0.1284
C -2.3845 -0.4650 0.0348
O -1.1316 1.6004 0.1580
H 2.1187 2.1129 -0.7587
H 3.3448 1.5351 0.3642
H 1.7550 2.3077 0.9340
H -0.0429 -2.2769 0.6040
H 1.2326 -1.7922 -0.3134
H -0.3771 -2.1393 -1.0643
H -3.2688 0.1080 0.1685
H -2.4277 -1.1215 0.8776
H -2.3104 -1.0842 -0.8831
H -2.0944 1.9264 -0.1339
```

Properties
- Energy above the lowest of the compared OMol25 structures with the same formula, charge and spin: 2.482 eV
- Net charge: +1
- E_LUMO: -3.54 eV
- E_tot: -401.43377 hartree
- HOMO level: -0.506 Eh
- SMILES string: CC(=O)/C([NH3+])=C(/C)O

=====

C14H11Br2F3N2Ti | ωB97M-V with the def2-TZVPD basis set

Geometry as XYZ:
```
33
C14H11Br2F3N2Ti | OMol25 | ωB97M-V with the def2-TZVPD basis set
C 4.1556 -1.9555 1.6974
C 3.8794 -1.8086 0.3376
C 2.5016 -1.4041 -0.0134
C 1.5041 -2.4561 -0.2961
C 0.1428 -2.0642 -0.5793
C -0.2193 -0.6496 -0.5807
C -1.6734 -0.3581 -0.8275
C -2.2875 0.5374 0.2584
C -3.8085 0.4688 0.3118
F -4.3030 -0.7196 -0.0754
Br -4.3205 0.7075 2.1936
C -4.5163 1.6202 -0.4760
F -4.5166 2.7458 0.2301
F -5.7712 1.2468 -0.6954
Br -3.6912 2.0227 -2.1938
C 0.7812 0.4483 -0.2878
N 0.3638 1.7360 -0.2852
C 1.3042 2.5894 0.0369
C 2.6472 2.2088 0.3566
N 3.1097 0.9804 0.3317
C 2.1346 0.1073 -0.0025
H 4.2100 -2.9486 2.1296
H 4.2620 -1.0481 2.2886
H 4.6483 -1.9229 -0.4186
H 1.8115 -3.4876 -0.2341
H -0.5933 -2.8363 -0.7293
H -1.8217 0.0265 -1.8348
H -2.1980 -1.3099 -0.8112
H -1.8480 0.2505 1.2095
H -2.0193 1.5784 0.1188
H 1.0509 3.6390 0.0830
H 3.3350 2.9934 0.6414
Ti 1.7460 -0.9380 -1.8840
```

Properties
- Energy above the lowest of the compared OMol25 structures with the same formula, charge and spin: 0.000 eV
- Net charge: +2
- E_LUMO: -9.46 eV
- E_tot: -6945.80009 hartree
- HOMO level: -0.551 Eh

=====

Number 1: orbital gap 7.78 eV. Number 2: orbital gap 8.46 eV. Number 3: orbital gap 7.86 eV. Number 4: orbital gap 11.19 eV. Number 5: orbital gap 8.66 eV. Number 6: orbital gap 10.33 eV. Number 7: orbital gap 10.23 eV. Number 8: orbital gap 5.53 eV.